Entry 1:
A cluster of 2 separate species, C6H10S in total in a non-equilibrium geometry, computed with ωB97M-V with the def2-TZVPD basis set.

Each line ends with the Löwdin charge.
Positions of all 17 atoms, in Å:
S (-1.23292, 0.12402, 2.75429)  0.663
C (1.62550, 0.44632, 2.28795)  -0.185
C (1.35030, 0.03566, -1.24092)  -0.068
H (2.00917, 0.48382, -0.40776)  0.062
H (-1.82190, -0.23531, 0.32443)  0.013
H (1.58213, 1.51905, 2.60844)  0.093
C (-2.09181, -0.47225, -1.77020)  -0.095
H (-1.60784, -0.21334, -2.68951)  0.063
C (-1.24417, -0.27758, -0.58101)  -0.252
H (2.19417, 0.36121, 1.30680)  0.040
C (0.02630, -0.09685, -0.44403)  -0.086
H (1.58047, -0.96290, -1.53793)  0.060
H (0.98967, 0.74598, -2.02651)  0.090
C (0.20881, 0.12748, 1.99283)  -0.668
H (-2.53542, -1.39070, -1.86084)  0.038
H (1.97113, -0.39552, 3.05993)  0.131
H (-3.00359, 0.20087, -1.77598)  0.100

Summary:
energy above the lowest of the compared OMol25 structures with the same formula, charge and spin: 527.8 kJ/mol
orbital gap (alpha / beta): 7.6 / 7.6 eV
highest occupied orbital energy (alpha / beta): -0.2733 / -0.2733 Ha
molar mass: 114.21 g mol⁻¹

***

Entry 2:
A cluster of 2 separate species, C12H12N6O8 in total in a non-equilibrium geometry, computed with ωB97M-V with the def2-TZVPD basis set.

Each line ends with the Löwdin charge.
Positions of all 38 atoms, in Å:
O (1.75376, 2.78438, 1.18789)  0.123
O (2.28344, -2.73557, 1.61859)  0.064
C (-1.29076, 0.70798, 1.32630)  -0.110
H (1.89745, -2.27732, 4.84797)  0.150
H (2.66214, 1.20334, 7.81951)  0.098
N (-2.56658, 1.12053, 1.27275)  0.142
O (-2.99326, -2.18564, 1.39177)  0.054
N (2.35913, -1.52294, 1.37781)  -0.319
H (-1.69577, -3.91562, 5.03792)  0.104
C (-1.24731, -0.67825, 1.39180)  -0.092
O (-0.36234, 3.68284, 1.11980)  0.046
N (-0.20336, -2.49148, 4.67881)  -0.006
O (3.43271, -0.95614, 1.14720)  0.105
H (0.81434, -5.31151, 5.68625)  0.105
H (-0.06111, -2.19977, 3.70712)  0.077
C (0.92472, -0.83258, 6.08966)  -0.452
C (1.00538, -2.21993, 5.48923)  -0.242
H (-0.07411, -2.49496, 1.39549)  0.143
O (2.02265, -0.42086, 6.78053)  -0.022
H (0.94871, 0.73920, 8.04506)  0.102
C (1.05357, -3.32387, 6.56321)  -0.115
H (-0.45289, -4.46436, 3.91438)  0.105
H (0.65016, -2.92890, 7.50132)  0.119
N (0.41301, 2.68700, 1.19994)  -0.158
N (2.18495, 1.54249, 1.25409)  0.129
O (-3.38650, 0.08193, 1.29097)  0.121
O (-0.07937, -0.16983, 5.94731)  0.102
C (1.76450, 0.83118, 7.32392)  -0.089
C (0.18772, -4.47805, 6.02046)  -0.153
C (-0.61778, -3.89938, 4.84011)  -0.191
H (-0.46891, -4.88095, 6.79916)  0.106
H (1.46765, 1.50992, 6.52068)  0.097
C (-0.05251, -1.41608, 1.40401)  0.112
N (-2.58580, -0.99747, 1.36373)  -0.159
C (-0.03750, 1.39580, 1.29077)  -0.022
C (1.15030, 0.68362, 1.31057)  -0.132
H (2.08360, -3.63862, 6.76970)  0.118
C (1.14412, -0.75473, 1.37010)  -0.058

Summary:
orbital gap: 6.5 eV
highest occupied orbital energy: -0.3311 Ha
molar mass: 368.26 g mol⁻¹

***

Entry 3:
A cluster of 4 separate species, C21H23BClF4NO4S in total in a non-equilibrium geometry, computed with ωB97M-V with the def2-TZVPD basis set.

Each line ends with the Löwdin charge.
Positions of all 56 atoms, in Å:
H (-0.62421, -2.47670, -0.12077)  0.104
C (5.12684, 2.69472, -0.39546)  -0.082
C (4.70028, 0.34602, -0.68103)  -0.080
H (3.55814, -2.10342, 2.48939)  0.118
C (-4.57354, 4.47254, -1.83302)  -0.537
O (0.55808, 5.48113, -2.15345)  0.202
H (-2.96328, -7.56911, 3.84122)  0.105
F (-1.82479, -4.62711, 0.65105)  0.043
O (-2.40924, 2.19555, -0.41739)  -0.220
H (-6.08018, -5.69789, 1.58669)  0.104
H (-4.37579, -4.42410, 0.30098)  0.118
C (6.88838, 1.22122, -1.02645)  -0.288
C (-2.74855, -5.31397, 1.35684)  -0.275
H (-5.16403, 5.28686, -2.21537)  0.062
C (6.46034, 2.49673, -0.71980)  -0.020
H (3.20788, 1.78012, -0.11687)  0.092
H (0.36304, -4.47898, 0.97281)  0.098
C (6.03022, 0.14072, -1.01570)  -0.012
H (-3.04226, 5.92042, -1.88443)  0.113
O (0.05553, 4.71541, 0.02682)  0.174
C (4.24753, 1.62150, -0.37347)  -0.098
F (2.52645, -4.47068, 2.37612)  0.052
H (4.01594, -0.49089, -0.66102)  0.096
C (-4.08463, -5.12111, 1.07522)  -0.016
C (0.29240, -2.39112, 0.44515)  -0.066
N (-0.91559, 3.58797, -1.99500)  -0.050
C (-4.62760, -6.71252, 2.79478)  -0.097
C (2.00033, -3.38027, 1.77822)  -0.281
H (-2.69403, 3.24882, -2.99879)  0.117
H (0.50877, -0.28900, 0.09306)  0.075
H (7.16436, 3.31775, -0.73626)  0.116
H (-0.64684, 5.21460, 0.47000)  0.127
H (-2.88403, 4.68571, -0.58903)  0.072
C (2.10195, -1.05312, 1.29042)  -0.095
H (-1.90408, 4.71099, -3.43309)  0.132
C (0.92707, -1.16224, 0.56025)  -0.078
B (-0.09333, 4.61402, -1.33053)  -0.791
H (2.59696, -0.09540, 1.37681)  0.091
C (-2.17325, 4.10164, -2.58398)  -0.165
C (-3.27752, -6.88635, 3.06390)  -0.082
C (-5.02870, -5.83223, 1.80013)  -0.083
O (-1.07420, 1.14476, -2.03754)  -0.222
F (-0.04468, 2.02290, -0.13141)  -0.099
H (0.34552, 6.39800, -1.90568)  0.128
H (6.40212, -0.84356, -1.26641)  0.119
C (-2.32593, -6.18630, 2.33833)  -0.015
H (-1.26815, -6.31197, 2.52804)  0.117
C (-3.10050, 4.86835, -1.62920)  -0.236
H (4.77400, 3.68949, -0.15937)  0.104
H (-4.67770, 3.56987, -2.41050)  0.064
C (0.83239, -3.51308, 1.05494)  -0.017
C (2.64637, -2.16828, 1.91029)  -0.016
F (8.18301, 1.02587, -1.34611)  0.056
S (-1.19458, 2.20685, -1.13329)  0.569
H (-5.36650, -7.26311, 3.36082)  0.100
Cl (-5.32621, 4.08195, -0.24185)  0.551

Summary:
orbital gap: 8.9 eV
highest occupied orbital energy: -0.3316 Ha
SMILES string: O=S(=O)(F)N(CCCCl)B(O)O.Fc1ccccc1.Fc1ccccc1.Fc1ccccc1
molar mass: 507.74 g mol⁻¹

***

Entry 4:
A cluster of 2 separate species, CH8P2Si2 in total in a non-equilibrium geometry, computed with ωB97M-V with the def2-TZVPD basis set.

Each line ends with the Löwdin charge.
Positions of all 13 atoms, in Å:
Si (-0.96090, -1.39191, -0.58137)  0.305
H (-2.03121, -1.00920, 2.28833)  -0.132
P (3.20482, -1.43074, -0.04845)  0.712
H (-0.35764, -0.46880, -1.50869)  -0.129
H (0.03396, -2.00112, 0.33269)  -0.128
H (-3.13126, -0.08657, 0.87867)  -0.185
H (0.30435, 1.27600, 1.25250)  -0.176
C (2.19753, -0.22264, -0.07155)  -0.905
H (0.84830, 2.11668, -0.72290)  -0.079
H (2.70973, 2.27481, 0.72230)  -0.095
P (-1.74105, -0.16080, 1.11879)  0.454
H (-2.18543, -2.10278, -1.29152)  -0.084
Si (1.55343, 1.46478, 0.44877)  0.441

Summary:
energy above the lowest of the compared OMol25 structures with the same formula, charge and spin: 127.0 kJ/mol
orbital gap: 8.6 eV
highest occupied orbital energy: -0.3195 Ha
SMILES string: [SiH3]C#P.[SiH3]P
molar mass: 138.20 g mol⁻¹